No. 1
Formula: C22H53CrN7O13SV
Source: the OMol25 dataset
Level of theory: ωB97M-V/def2-TZVPD

Properties
Calculated total energy   -4617.9600 hartree
Total charge   +1
Strongest force on any atom   5.1 eV/A
Molecular weight   758.71 g mol⁻¹
Spin multiplicity   7
Highest occupied orbital energy (alpha / beta)   -10.732 / -10.732 eV

```
98
Properties=species:S:1:pos:R:3:mulliken_spin:R:1
Cr 0.3491 1.7968 3.5733 2.95
V 2.4052 2.0487 0.5278 2.95
O 1.8700 2.5634 2.6149 -0.01
H 2.8116 2.6415 2.7688 0.00
C 1.9766 -0.6422 5.1738 -0.03
O 1.1727 0.2576 4.4326 0.13
H 1.3327 -1.2562 5.8091 0.00
H 2.4631 -1.3340 4.4824 0.01
H 2.6454 -0.0222 5.7690 0.01
S 0.1315 0.6188 0.6044 -0.04
O 1.5029 0.0899 0.6118 -0.01
O -0.8139 -0.1977 -0.0880 -0.02
O -0.1610 0.6929 2.0886 0.01
O 0.3181 1.9893 0.1722 0.03
C -2.4226 0.6079 4.8414 0.00
O -1.5323 1.3490 4.4119 -0.01
N -2.6831 -0.6310 4.4627 0.01
C -2.0339 -1.1898 3.2768 -0.02
C -3.5944 -1.4235 5.2596 0.00
H -3.1034 0.9371 5.6321 0.00
H -1.8629 -2.2394 3.5276 0.00
H -0.9962 -0.8868 3.1530 0.01
H -2.6376 -0.9037 2.4208 0.00
H -4.3761 -0.7838 5.6652 0.00
H -4.0456 -2.1968 4.6385 0.00
H -3.1222 -1.9744 6.0763 0.00
C 2.6758 1.3799 -2.8006 0.00
O 2.7528 1.6121 -1.5902 0.00
N 3.4442 0.4598 -3.3943 0.01
C 3.1232 -0.1253 -4.7033 0.00
C 4.5376 -0.1604 -2.6764 0.00
H 1.9268 1.8201 -3.4654 0.00
H 3.1522 -1.2063 -4.6423 0.00
H 3.7875 0.3401 -5.4273 0.00
H 2.0757 0.1305 -4.8741 0.00
H 5.4381 -0.1828 -3.2859 0.00
H 4.7790 0.3271 -1.7337 0.00
H 4.2285 -1.1381 -2.2970 0.00
C -3.6236 -2.3292 -0.1674 0.00
O -4.1531 -2.0129 0.8960 0.00
N -4.0680 -3.2809 -0.9764 0.00
C -5.2477 -4.0612 -0.5902 0.00
C -3.3366 -3.6613 -2.2019 0.00
H -2.7320 -1.8063 -0.5499 0.00
H -4.8829 -4.6738 0.2425 0.00
H -5.4979 -4.7922 -1.3541 0.00
H -6.0803 -3.4799 -0.2131 0.00
H -2.3467 -3.2240 -2.2489 0.00
H -3.2511 -4.7452 -2.0743 0.00
H -3.9419 -3.5542 -3.0994 0.00
C 5.2226 -3.2608 2.3300 0.00
O 6.1752 -3.9899 2.5944 0.00
N 5.1545 -2.5054 1.2340 0.00
C 3.8947 -1.8310 0.9199 0.02
C 6.2644 -2.2829 0.3358 0.00
H 4.3378 -3.3230 2.9847 0.00
H 4.1123 -0.9011 0.3893 0.00
H 3.2525 -1.5872 1.7617 0.00
H 3.3082 -2.4039 0.1952 0.00
H 6.8584 -3.1605 0.1066 0.00
H 5.8793 -1.9954 -0.6489 0.00
H 6.7893 -1.3671 0.6174 0.00
C -4.4981 3.4823 0.2888 0.00
O -3.4733 4.1206 0.1028 0.00
N -4.5569 2.2601 0.8668 0.00
C -5.8655 1.7272 1.1844 0.00
C -3.4033 1.4230 1.1240 0.00
H -5.4981 3.9434 0.1861 0.00
H -6.4051 2.3529 1.9032 0.00
H -5.9252 0.7264 1.6078 0.00
H -6.4921 1.6987 0.2883 0.00
H -3.4866 0.4512 0.6345 0.00
H -2.4222 1.8607 0.9915 0.00
H -3.4682 1.1659 2.1899 0.00
C -0.2056 -0.7105 -3.1740 0.00
O -0.6036 0.0508 -4.0341 0.00
N 0.3467 -1.9310 -3.3944 0.00
C 0.8718 -2.6719 -2.2549 0.00
C 0.6026 -2.4674 -4.7099 0.00
H -0.1699 -0.4789 -2.0943 0.00
H 0.5236 -3.7054 -2.2385 0.00
H 0.5672 -2.2337 -1.3044 0.00
H 1.9650 -2.7027 -2.2343 0.00
H 1.6906 -2.4923 -4.7945 0.00
H 0.3177 -3.5208 -4.8013 0.00
H 0.0509 -1.9628 -5.4961 0.00
C 1.9485 5.3355 -0.8619 0.00
O 1.9787 4.4029 -0.0653 0.01
N 0.9843 5.5050 -1.7563 0.00
C 0.9765 6.7229 -2.5689 0.00
C -0.1468 4.5985 -1.8897 0.00
H 2.7389 6.0847 -0.9778 0.00
H 1.9568 7.1452 -2.7798 0.00
H 0.2906 7.5442 -2.3513 0.00
H 0.5892 6.3987 -3.5406 0.00
H -0.4262 4.3464 -0.8620 0.00
H -1.0763 4.9442 -2.3328 0.00
H 0.1209 3.6470 -2.3501 0.00
```


No. 2
Formula: C4H10NS
Source: the OMol25 dataset
Level of theory: ωB97M-V/def2-TZVPD

Properties
Calculated total energy   -611.3369 hartree
Total charge   -1
Strongest force on any atom   2.8 eV/A
ΔE to the lowest compared entry with this formula, charge and spin   75.9 kJ/mol
Structure (SMILES)   CCNCC[S-]
Molecular weight   104.20 g mol⁻¹
Spin multiplicity   1
Highest occupied orbital energy   -2.221 eV

```
16
Properties=species:S:1:pos:R:3:lowdin_charge:R:1
C 1.2918 -2.2332 -1.6040 -0.11
C 1.8501 -0.7953 -1.5286 -0.29
N 0.8404 0.1724 -1.1367 -0.12
C 0.3616 0.2979 0.2240 -0.39
C -1.0918 0.8024 0.2585 -0.74
S -1.6383 1.0608 2.0354 0.00
H 1.1499 -2.8069 -0.6871 0.06
H 0.2626 -2.0227 -1.9171 0.06
H 1.6960 -2.9171 -2.3594 0.05
H 2.2056 -0.4671 -2.5077 0.09
H 2.6919 -0.6988 -0.8443 0.10
H 0.0391 0.1581 -1.7512 0.09
H 0.9756 0.9644 0.8530 0.08
H 0.3434 -0.6168 0.8442 0.08
H -1.6528 -0.1059 0.0711 0.01
H -1.1687 1.7816 -0.2030 0.03
```


No. 3
Formula: C6H6O2Sn
Source: the OMol25 dataset
Level of theory: ωB97M-V/def2-TZVPD

Properties
Calculated total energy   -596.2187 hartree
Total charge   +2
Strongest force on any atom   7.2 eV/A
ΔE to the lowest compared entry with this formula, charge and spin   44.9 kJ/mol
Molecular weight   228.82 g mol⁻¹
Spin multiplicity   1
Highest occupied orbital energy   -17.086 eV

```
15
Properties=species:S:1:pos:R:3:lowdin_charge:R:1
Sn 1.4290 -0.7266 3.1790 1.80
C -0.1395 -1.2080 -0.8292 0.08
C 0.2420 -1.0946 0.4994 -0.08
C 0.1508 0.0578 1.1569 -0.46
C 0.1017 1.2031 0.4036 0.01
C -0.1133 1.1835 -0.9496 0.09
C -0.3580 -0.0536 -1.6047 -0.25
O -0.6668 0.0428 -2.8901 0.15
O -0.0518 0.1208 2.5137 -0.23
H -0.3527 -2.2164 -1.1519 0.15
H 0.2233 -2.0319 1.0357 0.12
H 0.3238 2.1938 0.7719 0.15
H -0.1993 2.1090 -1.4995 0.15
H -0.0505 -0.4895 -3.3985 0.15
H -0.5386 0.9097 2.7632 0.19
```


No. 4
Formula: C3H7N
Source: the OMol25 dataset
Level of theory: ωB97M-V/def2-TZVPD

Properties
Calculated total energy   -173.2194 hartree
Total charge   0
Strongest force on any atom   1.8 eV/A
ΔE to the lowest compared entry with this formula, charge and spin   59.5 kJ/mol
Structure (SMILES)   C=CCN
Molecular weight   57.10 g mol⁻¹
Spin multiplicity   1
Highest occupied orbital energy   -9.171 eV

```
11
Properties=species:S:1:pos:R:3:lowdin_charge:R:1
C 1.0492 -0.4197 1.4820 -0.03
C 0.1807 0.3171 0.8069 -0.18
C -0.4915 -0.2703 -0.4613 -0.29
N -0.7493 0.7877 -1.4384 -0.02
H 1.6018 -0.1965 2.3852 0.05
H 1.2415 -1.4258 1.1170 0.05
H -0.1025 1.3311 1.0567 0.09
H 0.2210 -0.9905 -0.8630 0.10
H -1.4084 -0.7250 -0.0946 0.11
H -1.6013 0.6433 -1.9724 0.06
H 0.0587 0.9486 -2.0180 0.06
```


No. 5
Formula: C15H44F6N6O7P
Source: the OMol25 dataset
Level of theory: ωB97M-V/def2-TZVPD

Properties
Calculated total energy   -2393.7568 hartree
Total charge   0
Strongest force on any atom   7.3 eV/A
Molecular weight   565.51 g mol⁻¹
Spin multiplicity   2
Highest occupied orbital energy (alpha / beta)   -9.470 / -9.468 eV

```
79
Properties=species:S:1:pos:R:3:mulliken_spin:R:1
P 0.5023 0.6602 0.2909 0.00
F 0.7296 0.4236 -1.3360 0.00
F -0.2115 2.1045 0.0050 0.00
F -0.9438 -0.0899 0.0669 0.00
F 0.2546 0.9183 1.8748 0.00
F 1.1844 -0.7229 0.6032 0.00
F 1.9499 1.3247 0.4375 -0.01
C 2.6313 3.6798 2.9282 -0.03
O 3.1489 4.6247 3.4877 0.31
N 3.1416 2.7141 2.3221 0.25
N 1.3709 3.4219 2.8742 0.51
H 4.1350 2.6888 2.1411 -0.01
H 2.4942 2.0919 1.8597 -0.02
H 0.7005 3.7313 3.5634 -0.02
H 1.1004 2.6694 2.2572 -0.01
C 4.7958 0.7124 -0.8474 0.00
O 5.9084 0.5344 -1.3146 0.00
N 4.3228 0.1039 0.1906 0.00
N 4.0500 1.6639 -1.2542 0.01
H 4.7479 -0.7525 0.5160 0.00
H 3.3405 0.2435 0.3794 0.00
H 3.1939 1.8617 -0.7563 0.00
H 4.3915 2.1946 -2.0428 0.00
C 2.4381 -3.9271 -1.4473 0.00
O 1.9846 -3.7609 -2.5698 0.00
N 2.4081 -3.0837 -0.4826 0.00
N 2.9412 -5.0886 -1.1599 0.00
H 2.8092 -3.2196 0.4343 0.00
H 1.8463 -2.2584 -0.6359 0.00
H 2.7971 -5.8244 -1.8366 0.00
H 3.4415 -5.2759 -0.3027 0.00
C -3.2196 2.4556 -0.2826 0.00
C -4.5123 2.3420 -1.1651 0.00
C -5.5206 1.5620 -0.3769 0.00
O -5.0634 3.6429 -1.3623 0.00
H -3.4596 3.0083 0.6257 0.00
H -2.3857 2.8652 -0.8526 0.00
H -2.8783 1.4959 0.1052 0.00
H -4.2192 1.8937 -2.1144 0.00
H -5.4415 2.0647 0.5870 0.00
H -5.4579 0.4835 -0.5219 0.00
H -6.5476 1.7301 -0.7010 0.00
H -4.5199 4.1091 -2.0017 0.00
C -0.1639 2.7626 -5.4113 0.00
C -0.2658 1.9028 -4.1773 0.00
C 0.2122 0.4986 -4.3327 0.00
O 0.4157 2.5068 -3.1665 0.00
H -0.7078 2.2981 -6.2339 0.00
H 0.8993 2.8497 -5.6351 0.00
H -0.6315 3.7461 -5.3638 0.00
H -1.3460 1.8366 -4.0473 0.00
H 1.2682 0.4708 -4.6016 0.00
H -0.4501 0.0513 -5.0739 0.00
H -0.0246 -0.0762 -3.4374 0.00
H 0.6139 1.8766 -2.4699 0.00
C -0.4936 -1.6600 4.1266 0.00
C -0.5934 -0.3137 4.8506 0.00
C 0.8153 0.2345 5.1486 0.00
O -1.3286 0.5344 4.0492 0.00
H 0.0101 -2.3612 4.7920 0.00
H 0.1911 -1.6253 3.2792 0.00
H -1.4501 -2.0683 3.8003 0.00
H -1.0813 -0.4676 5.8132 0.00
H 0.8578 0.9016 6.0095 0.00
H 1.2310 0.8815 4.3762 0.00
H 1.4128 -0.5817 5.5545 0.00
H -0.8737 0.7713 3.2377 0.00
C -1.3297 -4.1243 -1.5531 0.00
C -1.7588 -4.2596 -0.0461 0.00
C -2.4990 -2.9973 0.4766 0.00
O -2.5419 -5.3960 0.2346 0.00
H -2.1223 -4.2650 -2.2881 0.00
H -0.6152 -4.9198 -1.7645 0.00
H -0.8067 -3.1748 -1.6667 0.00
H -0.8060 -4.4257 0.4566 0.00
H -3.4244 -2.8421 -0.0780 0.00
H -1.9737 -2.0734 0.2348 0.00
H -2.6137 -2.9162 1.5575 0.00
H -2.4053 -5.5919 1.1644 0.00
```


No. 6
Formula: C13H19N2O6
Source: the OMol25 dataset
Level of theory: ωB97M-V/def2-TZVPD

Properties
Calculated total energy   -1067.4425 hartree
Total charge   +1
Strongest force on any atom   5.4 eV/A
ΔE to the lowest compared entry with this formula, charge and spin   0.0 kJ/mol
Molecular weight   299.30 g mol⁻¹
Spin multiplicity   1
Highest occupied orbital energy   -11.888 eV

```
40
Properties=species:S:1:pos:R:3:lowdin_charge:R:1
C 2.1095 1.2458 1.6421 0.04
C 1.4823 2.6017 1.9020 -0.55
O 1.6812 3.2041 2.8479 0.22
O 0.6216 3.0525 0.9037 0.00
C -0.7296 2.9790 1.2649 -0.15
C -1.2181 1.5780 1.6661 -0.23
C -1.4168 0.7040 0.4425 -0.15
N -2.2454 -0.4893 0.6614 -0.03
C -2.5504 -0.7868 2.0597 -0.18
C -3.0105 0.4344 2.8654 -0.08
N -2.5947 1.7473 2.2668 0.11
H 2.1604 0.6609 2.5512 0.10
H 3.0903 1.4475 1.2199 0.10
H 1.5360 0.7257 0.8828 0.06
H -0.9916 3.7191 2.0319 0.14
H -1.3025 3.2661 0.3835 0.14
H -0.6165 1.1009 2.4385 0.16
H -0.4689 0.4477 -0.0233 0.12
H -1.9345 1.3168 -0.3067 0.13
H -1.8235 -1.2993 0.2248 0.10
H -1.6878 -1.2252 2.5710 0.12
H -3.3694 -1.4964 2.0606 0.13
H -2.5765 0.3949 3.8589 0.14
H -4.0853 0.4680 3.0177 0.13
H -3.2048 2.0310 1.4964 0.19
H -2.5362 2.4665 2.9883 0.19
C 3.0891 -2.8707 -2.9828 0.09
C 2.1955 -2.9150 -1.9889 -0.24
C 0.8733 -2.2157 -2.0872 -0.32
O 0.0925 -2.3084 -1.1491 0.07
C 0.5819 -1.4559 -3.2886 0.07
C 1.4760 -1.4062 -4.2875 -0.23
C 2.7917 -2.1268 -4.2026 -0.31
O 3.5514 -2.0578 -5.1462 0.13
O 1.2566 -0.7258 -5.4006 0.13
O 2.4228 -3.5808 -0.8553 0.11
H 4.0447 -3.3726 -2.9240 0.14
H -0.3690 -0.9441 -3.3395 0.13
H 2.0506 -0.8525 -5.9595 0.13
H 1.6247 -3.4627 -0.3064 0.12
```


No. 7
Formula: C18H23NO2S
Source: the OMol25 dataset
Level of theory: ωB97M-V/def2-TZVPD

Properties
Calculated total energy   -1303.1718 hartree
Total charge   0
Strongest force on any atom   0.8 eV/A
ΔE to the lowest compared entry with this formula, charge and spin   0.0 kJ/mol
Structure (SMILES)   CCCCc1c(C)nc2ccc(C)cc2c1SCCC(=O)O
Molecular weight   317.45 g mol⁻¹
Spin multiplicity   1
Highest occupied orbital energy   -8.376 eV

```
45
Properties=species:S:1:pos:R:3:lowdin_charge:R:1
C -4.5563 -1.0073 -1.8426 -0.11
C -3.7310 -0.7282 -0.5928 -0.27
C -3.1891 0.6980 -0.5908 -0.21
C -2.3100 1.0059 0.6301 -0.17
C -1.0713 0.1578 0.6324 -0.19
C -0.9083 -0.9350 1.5293 -0.28
C -1.9232 -1.2452 2.5879 -0.02
N 0.1444 -1.7086 1.5234 0.16
C 1.1129 -1.5300 0.6091 -0.23
C 2.2226 -2.3984 0.6050 0.00
C 3.2263 -2.2275 -0.3032 -0.03
C 3.1775 -1.1976 -1.2640 -0.27
C 4.3049 -1.0469 -2.2362 -0.04
C 2.1075 -0.3426 -1.2734 -0.03
C 1.0663 -0.4713 -0.3372 -0.18
C -0.0420 0.3995 -0.2483 -0.38
S -0.0338 1.8935 -1.2458 0.97
C 0.6944 3.0259 -0.0050 -0.42
C 2.1615 2.7516 0.2974 -0.14
C 2.4243 1.6122 1.2570 -0.55
O 3.4207 0.9420 1.2525 0.12
O 1.4617 1.4638 2.1767 0.11
H -3.9477 -0.8802 -2.7351 0.07
H -4.9391 -2.0252 -1.8297 0.07
H -5.4002 -0.3231 -1.9037 0.07
H -4.3555 -0.8822 0.2912 0.11
H -2.8983 -1.4343 -0.5451 0.11
H -4.0253 1.4010 -0.6041 0.12
H -2.6033 0.8606 -1.4980 0.09
H -2.8857 0.8485 1.5408 0.11
H -2.0322 2.0610 0.5852 0.10
H -2.8888 -1.4770 2.1448 0.07
H -2.0450 -0.4011 3.2653 0.08
H -1.5771 -2.1054 3.1538 0.08
H 2.2471 -3.1899 1.3376 0.11
H 4.0802 -2.8896 -0.2970 0.11
H 4.0558 -0.3336 -3.0177 0.08
H 4.5472 -2.0042 -2.6949 0.08
H 5.1927 -0.6918 -1.7131 0.09
H 2.0454 0.4473 -2.0085 0.09
H 0.0959 2.9709 0.9030 0.08
H 0.5828 4.0112 -0.4566 0.08
H 2.5912 3.6416 0.7693 0.13
H 2.7241 2.5588 -0.6174 0.12
H 1.6758 0.7250 2.7684 0.14
```


No. 8
Formula: C22H26N6O4
Source: the OMol25 dataset
Level of theory: ωB97M-V/def2-TZVPD

Properties
Calculated total energy   -1483.4963 hartree
Total charge   0
Strongest force on any atom   2.4 eV/A
ΔE to the lowest compared entry with this formula, charge and spin   51.5 kJ/mol
Structure (SMILES)   CNC(=O)[C@H](Cc1ccc(O)cc1)NC(C)=O.CCc1cc(=O)n2nc(C)c(C#N)c2[nH]1
Molecular weight   438.49 g mol⁻¹
Spin multiplicity   1
Highest occupied orbital energy   -8.332 eV

```
58
Properties=species:S:1:pos:R:3:lowdin_charge:R:1
C -2.2501 1.9046 4.5602 -0.05
N -1.4994 0.7708 4.0274 0.03
C -1.9134 -0.5015 4.0788 -0.45
O -2.9661 -0.8206 4.6224 0.05
C -1.0102 -1.5641 3.4221 -0.20
C -1.2719 -1.6832 1.9105 -0.10
C -1.1663 -0.3445 1.2115 -0.25
C 0.1002 0.2357 0.9960 -0.04
C 0.1960 1.5592 0.5222 -0.02
C -0.9787 2.3026 0.2697 -0.34
O -0.9066 3.5888 -0.1568 0.03
C -2.2423 1.7109 0.4666 -0.01
C -2.3362 0.3865 0.9294 -0.04
N -1.1492 -2.8762 4.0587 0.11
C -0.1710 -3.7776 4.1289 -0.56
C -0.4752 -5.0513 4.8815 0.00
O 0.9340 -3.6094 3.6285 0.03
H -1.6219 2.7960 4.5738 0.09
H -2.5873 1.6816 5.5744 0.09
H -3.1242 2.0917 3.9338 0.08
H -0.6608 0.9668 3.5016 0.13
H 0.0202 -1.2301 3.5538 0.15
H -0.5467 -2.3689 1.4703 0.12
H -2.2687 -2.0982 1.7499 0.12
H 0.9975 -0.3259 1.2213 0.11
H 1.1593 2.0227 0.3742 0.11
H -0.2723 3.7019 -0.8821 0.05
H -3.1306 2.2931 0.2712 0.11
H -3.3084 -0.0488 1.1179 0.12
H -2.0276 -3.0678 4.5170 0.14
H 0.4134 -5.6819 4.8881 0.08
H -1.2920 -5.5735 4.3874 0.08
H -0.7544 -4.8041 5.9038 0.08
C 4.7671 1.0064 -5.4156 -0.09
C 4.6182 1.2227 -3.9081 -0.19
C 3.1678 1.3675 -3.5380 -0.22
C 2.6569 2.5703 -3.0993 0.07
C 1.2417 2.6948 -2.7637 -0.37
O 0.8471 3.7601 -2.2957 0.06
N 0.4111 1.5870 -2.9255 0.04
N -0.9393 1.4764 -2.7019 0.19
C -1.2270 0.2152 -2.9208 -0.26
C -2.6011 -0.3578 -2.7584 -0.01
C -0.0484 -0.5175 -3.3335 -0.12
C 0.0388 -1.8997 -3.6781 -0.17
N 0.1406 -3.0217 -3.9705 0.15
C 0.9614 0.3820 -3.3251 -0.15
N 2.3160 0.2650 -3.6205 0.18
H 4.2691 0.0831 -5.7271 0.07
H 5.8261 0.9339 -5.6820 0.08
H 4.3278 1.8433 -5.9680 0.09
H 5.0519 0.3773 -3.3651 0.12
H 5.1730 2.1205 -3.6172 0.12
H 3.2784 3.4518 -3.0023 0.13
H -2.5835 -1.1654 -2.0216 0.09
H -3.2974 0.4144 -2.4187 0.08
H -2.9557 -0.7599 -3.7113 0.09
H 2.6701 -0.6350 -3.9461 0.17
```